(1)
C21H36FeN10SSe | wB97M-V/def2-TZVPD

charge	+3
<S²>	8.769
spin multiplicity	6
Kohn-Sham gap (spin up / spin down)	0.2919 / 0.2467	Ha

CARTESIAN COORDINATES (ANGSTROEM)
Fe1 -0.45980 0.53172 0.11122
C1 0.77232 -1.20945 -2.64315
N1 2.03619 -0.65931 -2.21625
C2 3.21374 -0.70503 -3.08950
C3 4.32266 -0.16825 -2.18356
N2 3.62788 0.12444 -0.92094
C4 4.42645 0.69887 0.16180
C5 2.33388 -0.19191 -0.99341
N3 1.40334 -0.08566 -0.01297
C6 1.83020 0.12166 1.37978
C7 0.82697 -0.54696 2.28050
N4 -0.48428 0.06385 2.02368
C8 -1.46962 0.01813 2.95218
N5 -2.68025 0.58568 2.76746
C9 -3.16678 1.39692 1.67923
C10 -3.60785 0.26633 3.85355
C11 -2.71136 -0.44353 4.86140
N6 -1.43508 -0.59441 4.14258
C12 -0.32240 -1.16229 4.90842
H1 0.87007 -1.50799 -3.68422
H2 -0.02984 -0.47540 -2.58504
H3 0.49692 -2.08444 -2.04860
H4 3.06041 -0.08665 -3.97379
H5 3.40146 -1.72581 -3.42003
H6 4.76931 0.74625 -2.57225
H7 5.12336 -0.88818 -2.01885
H8 5.28486 1.18818 -0.29215
H9 4.79943 -0.07022 0.83789
H10 3.87291 1.44738 0.71906
H11 1.85140 1.19159 1.61440
H12 2.81037 -0.29808 1.58876
H13 1.17469 -0.41577 3.30036
H14 0.78890 -1.61954 2.06701
H15 -2.35068 1.75483 1.05878
H16 -3.67732 2.27264 2.08392
H17 -3.87316 0.85651 1.04947
H18 -4.40902 -0.37725 3.48741
H19 -4.06149 1.17341 4.25078
H20 -3.09190 -1.42337 5.14272
H21 -2.55963 0.13223 5.77459
H22 -0.74881 -1.61994 5.79672
H23 0.37657 -0.39303 5.23620
H24 0.20307 -1.93806 4.36105
Se1 -0.45388 3.69253 1.42494
N7 -0.11228 2.52096 0.07809
C13 0.55058 3.18506 -0.87729
C14 1.02844 2.65040 -2.10541
C15 1.70310 3.47552 -2.94722
C16 1.94123 4.86132 -2.64894
C17 1.50045 5.41349 -1.50009
C18 0.79437 4.57867 -0.57195
N8 0.34308 4.99749 0.59245
H25 0.84579 1.61459 -2.35748
H26 2.07445 3.08718 -3.88747
H27 2.48272 5.46329 -3.36572
H28 1.66093 6.45373 -1.25234
C19 -2.43113 -4.57330 -0.87723
N9 -2.10023 -3.14224 -0.72119
C20 -2.40493 -2.12462 -1.50559
S1 -2.25360 -0.48608 -0.86150
N10 -2.86073 -2.19908 -2.73764
C21 -3.07357 -3.38199 -3.59355
H29 -2.04502 -5.08767 -0.00286
H30 -1.96442 -4.99959 -1.75796
H31 -3.50843 -4.71726 -0.91644
H32 -1.76647 -2.87051 0.18900
H33 -3.09885 -1.30974 -3.15136
H34 -3.84271 -4.03459 -3.19187
H35 -2.14462 -3.92947 -3.72778
H36 -3.40233 -3.01817 -4.56182

***

(2)
C33H35BrCl3F3N3O5PS | wB97M-V/def2-TZVPD

charge	0
Kohn-Sham gap	0.0749	Ha

CARTESIAN COORDINATES (ANGSTROEM)
C1 -0.71105 -2.63351 3.49870
C2 0.86807 -3.03653 3.32093
Cl1 1.83034 -3.30624 4.87768
C3 1.67071 -2.11068 2.17534
Cl2 3.28650 -1.35490 2.79014
C4 0.73598 -1.27028 1.16650
C5 0.45067 -2.10054 -0.27086
C6 0.99827 -3.63466 -0.58430
N1 2.45677 -3.70207 -0.98163
C7 -0.46635 -1.42974 -1.49924
C8 -0.65490 -2.34305 -2.86914
C9 -1.96112 -3.33629 -2.53026
C10 -2.03201 -4.59945 -3.61107
F1 -3.39371 -4.71625 -4.24624
F2 -1.76500 -5.92396 -2.96005
F3 -1.05775 -4.46657 -4.72168
C11 -1.17265 0.07920 -1.27928
C12 -2.08439 0.45225 -2.53673
C13 -1.28885 0.92350 -3.93176
C14 0.24169 1.42402 -3.72127
C15 1.41172 0.39861 -4.27897
C16 2.49181 -0.23062 -3.20345
C17 3.74828 -1.21781 -3.59580
C18 3.94106 -1.58194 -5.19264
C19 2.86681 -1.00233 -6.31378
C20 1.60372 -0.00483 -5.87789
C21 -0.95439 0.91547 0.15574
C22 -1.70186 2.39859 0.40266
S1 -2.60707 3.39507 -0.87112
C23 -2.59931 5.30496 -0.70919
O1 -1.67943 3.42877 -2.15299
O2 -4.07746 3.07081 -1.13297
C24 -1.58129 2.98584 1.98362
P1 -2.70431 4.50046 2.33872
O3 -4.30615 3.95039 1.75339
Cl3 -3.31501 4.95965 4.26833
N2 -0.65539 2.31491 3.02833
C25 -0.56646 3.06865 4.36628
C26 -1.48759 2.43174 5.55785
O4 -2.62608 1.76329 5.30535
Br1 -0.87652 2.73564 7.44931
C27 0.12622 1.00354 2.74311
C28 1.01287 0.64465 4.07012
C29 2.50872 1.40952 4.14709
C30 3.41864 1.15054 5.49500
N3 3.06464 0.30384 6.68551
C31 1.69907 -0.32168 6.61463
C32 0.60895 -0.20717 5.38844
C33 -0.01132 0.18229 1.33929
H1 -1.03764 -2.91574 4.60680
H2 -0.95814 -1.49796 3.36566
H3 -1.44821 -3.22261 2.78257
H4 0.78575 -4.14527 2.86877
H5 2.27593 -2.97548 1.58356
H6 0.91868 -4.20394 0.46582
H7 0.32513 -4.28399 -1.27601
H8 2.99481 -4.08896 -0.17469
H9 2.74128 -2.68748 -1.11551
H10 -0.97542 -1.76834 -3.82124
H11 0.30805 -2.95840 -3.16756
H12 -1.81547 -3.84993 -1.46657
H13 -2.97946 -2.74638 -2.56255
H14 -2.65450 -0.54305 -2.89494
H15 -3.00197 1.15307 -2.41169
H16 -1.90136 1.86849 -4.33156
H17 -1.41599 0.11858 -4.80438
H18 0.54443 1.75654 -2.64107
H19 0.36575 2.40909 -4.38798
H20 2.36278 0.06956 -2.05686
H21 4.46413 -1.57935 -2.72571
H22 4.86983 -2.26329 -5.46268
H23 3.07030 -1.29587 -7.45094
H24 0.86401 0.42255 -6.69344
H25 -1.65396 5.69127 -0.12762
H26 -2.71177 5.84635 -1.76754
H27 -3.62547 5.57439 -0.16076
H28 -4.53321 3.17609 2.34558
H29 -0.68241 4.25196 4.22586
H30 0.53388 3.11507 4.83014
H31 2.88481 2.10529 3.25691
H32 4.48428 1.68497 5.51064
H33 1.36046 -0.97370 7.55364
H34 -0.44927 -0.69796 5.44013
O5 1.59813 3.96020 -4.73714
H35 1.38784 4.82914 -4.44742

***

(3)
C7H22BFN2O9S | wB97M-V/def2-TZVPD

charge	0
SMILES	CCB(O)N(c1ccccn1)S(=O)(=O)F.O.O.O.O.O.O
Kohn-Sham gap	0.3674	Ha

CARTESIAN COORDINATES (ANGSTROEM)
C1 2.88121 -1.03497 0.57996
C2 2.36273 0.37535 0.15891
B1 0.80122 0.26763 -0.07761
O1 0.18110 -0.97777 -0.10073
N1 -0.10454 1.43753 -0.34808
C3 -1.52053 1.02060 -0.13846
C4 -2.00728 0.94033 1.13792
C5 -3.31215 0.52468 1.30018
C6 -4.03975 0.19680 0.17733
C7 -3.42087 0.32960 -1.03653
N2 -2.17533 0.73462 -1.23241
S1 0.29727 2.76074 0.56673
O2 1.31510 3.45425 -0.13159
O3 0.64862 2.43796 1.90660
F1 -0.96219 3.66504 0.51390
H1 3.92098 -0.98905 0.88050
H2 2.26721 -1.39604 1.41054
H3 2.71033 -1.74636 -0.22427
H4 2.83078 0.57311 -0.81424
H5 2.63693 1.11837 0.90685
H6 -0.02147 -1.16644 0.82747
H7 -1.44036 1.16473 2.03160
H8 -3.75425 0.45006 2.28334
H9 -5.05207 -0.16148 0.24955
H10 -3.99785 0.07357 -1.92111
O4 -4.45677 2.79348 3.06278
H11 -4.74627 3.51960 2.50115
H12 -4.32514 3.19931 3.92560
O5 5.12784 -0.05724 -1.95135
H13 5.77521 0.56844 -1.61102
H14 4.79790 0.36110 -2.75325
O6 5.57878 -2.69757 0.79546
H15 6.35780 -2.32664 0.36926
H16 5.56886 -3.61684 0.51200
O7 -5.37658 -2.02611 -1.20109
H17 -5.37798 -2.60912 -0.43505
H18 -4.69782 -2.39606 -1.77511
O8 0.84692 1.20016 -3.80070
H19 1.45806 0.52149 -3.49947
H20 0.42311 1.51318 -2.99181
O9 0.81444 -3.78409 0.27475
H21 0.49096 -4.68955 0.31677
H22 0.69585 -3.52642 -0.64525

***

| no. | F_max (eV/Å) | total energy (eV) |
| --- | --- | --- |
| 1 | 1.01 | -147806.8175 |
| 2 | 9.25 | -185340.9140 |
| 3 | 3.25 | -43253.6152 |